1.
12
Properties=species:S:1:pos:R:3 method="wB97M-V/def2-TZVPD" gap_ev=12.07 charge=+1 energy_ha=-210.723314 lumo_ev=-3.5 largest_force_ev_per_a=1.353 e_homo_ha=-0.5721
C -0.269 0.287 -1.494
C 0.952 0.790 -1.543
N -0.751 -0.200 -0.164
H -1.000 0.228 -2.282
H 1.375 1.206 -2.445
H 1.574 0.710 -0.659
H -0.088 0.040 0.589
H -1.654 0.214 0.079
H -0.897 -1.208 -0.268
H -0.486 -0.777 2.979
H 1.029 -0.739 2.836
O 0.215 -0.552 2.373

2.
30
Properties=species:S:1:pos:R:3 method="wB97M-V/def2-TZVPD" gap_ev=7.04 energy_ha=-726.381933 lumo_ev=-0.5 smiles="C=C/C=N/c1c2ccccc2nc2ccccc12" largest_force_ev_per_a=3.487 e_homo_ha=-0.2768
N -0.449 0.904 -1.351
N -0.091 -0.927 2.457
C 1.082 0.976 -4.602
C 0.245 1.164 -3.571
C 0.457 0.600 -2.256
C -2.904 -2.771 1.168
C 2.635 1.502 2.651
C -3.070 -2.239 -0.124
C 2.464 2.187 1.453
C -1.904 -2.320 2.030
C 1.778 0.429 2.957
C -2.243 -1.191 -0.508
C 1.506 1.782 0.504
C -0.355 0.297 -0.081
C -1.074 -1.272 1.611
C 0.731 0.088 2.084
C -1.209 -0.733 0.319
C 0.630 0.726 0.822
H 1.955 0.359 -4.553
H 0.903 1.497 -5.518
H -0.647 1.790 -3.687
H 1.218 -0.154 -2.087
H -3.526 -3.603 1.501
H 3.391 1.810 3.365
H -3.824 -2.580 -0.806
H 3.058 3.049 1.232
H -1.740 -2.735 3.021
H 1.840 -0.105 3.907
H -2.354 -0.826 -1.521
H 1.495 2.295 -0.416

3.
11
Properties=species:S:1:pos:R:3 method="wB97M-V/def2-TZVPD" gap_ev="6.24 / 7.47" energy_ha=-339.239449 lumo_ev="0.2 / -1.8" largest_force_ev_per_a=4.658 e_homo_ha="-0.2214 / -0.3409" multiplicity=3
C 4.140 -0.049 -0.120
C 1.323 1.346 0.001
C -2.027 0.281 0.062
C -0.706 0.231 0.137
N 2.978 -0.155 -0.028
N 1.814 0.094 0.077
O 0.014 1.393 -0.010
H 4.905 -0.666 0.101
H -2.602 -0.531 0.370
H -2.506 1.142 0.055
H -0.299 -0.809 0.123